Entry 1:
60
Properties=species:S:1:pos:R:3:forces:R:3:lowdin_charge:R:1 method="wB97M-V/def2-TZVPD" lumo_ev="-5.87 / -5.79" relative_energy_kcal_mol=64.8 homo_ev="-10.981 / -11.047" spin_multiplicity=2 orbital_gap_ha="0.1880 / 0.1930" total_charge=+1
Tc -0.047800 -0.200000 -0.113000 -1.02 0.58 -1.56 0.573
O 0.095200 0.140600 1.829700 -0.61 -0.17 0.22 -0.420
N 1.240400 0.281400 2.461500 1.14 0.16 0.10 -0.199
C 1.232100 0.345900 3.803700 -0.14 -0.02 0.41 0.004
C 2.411000 0.370600 4.499800 -0.04 -0.01 -0.24 -0.008
C 3.620400 0.317600 3.799400 -0.19 0.04 0.02 -0.015
C 3.605800 0.318400 2.425300 -0.12 0.08 -0.01 -0.043
C 2.387600 0.321700 1.743800 -0.14 0.04 0.18 -0.604
S 2.236300 0.345700 0.039000 -0.31 -0.09 -0.40 0.721
H 0.251900 0.330200 4.256200 -0.02 0.04 -0.03 0.157
H 2.378400 0.413400 5.574400 0.01 -0.03 0.13 0.123
H 4.554300 0.274900 4.335600 0.12 0.06 0.04 0.125
H 4.510200 0.309500 1.837200 0.07 0.00 0.00 0.124
S -3.101600 2.595700 -2.819000 0.35 -1.46 0.33 -0.063
Sb -2.702500 0.385200 -2.458300 -0.78 0.22 -0.64 0.094
S -0.144200 0.002700 -2.293800 0.63 -0.06 0.70 0.157
S -2.265400 -0.020300 0.038600 0.46 0.07 0.41 0.199
S -3.561600 -1.546900 -3.291800 0.50 1.16 0.49 -0.031
S -0.219500 3.096000 0.980800 -0.07 -0.51 0.05 0.573
C -0.206100 4.626800 0.355900 0.09 0.07 0.24 -1.172
N 0.040700 5.719800 1.079300 -0.15 0.08 -0.12 -0.069
C 0.254400 6.958300 0.365000 0.27 0.33 -0.21 -0.220
C -0.461100 6.802300 -0.973200 -0.24 -0.18 -0.16 -0.396
S -0.492100 5.004000 -1.312400 0.12 0.18 0.11 0.920
H 0.271300 5.648300 2.056700 -0.01 -0.23 0.01 0.138
H 1.330500 7.116000 0.214800 -0.13 0.01 -0.01 0.126
H -0.139500 7.797400 0.938900 0.00 -0.02 -0.07 0.126
H 0.056600 7.296600 -1.789800 0.01 0.10 0.06 0.080
H -1.496000 7.145100 -0.938300 0.12 0.05 0.05 0.083
C -1.305500 -3.415300 -1.191000 0.63 0.43 0.49 -0.223
Si 0.078700 -2.751200 -0.031100 -0.33 -1.35 -0.44 0.749
C 1.806900 -3.338800 -0.787900 -0.21 0.50 0.25 -0.636
C 2.026100 -2.690200 -2.158600 -0.16 0.10 0.26 -0.131
C 1.724000 -4.854600 -0.988800 -0.30 0.10 0.11 -0.085
C 3.024600 -3.042400 0.087200 -0.22 0.11 0.12 -0.105
C -0.391600 -3.349500 1.787300 0.20 0.51 -0.16 -0.628
C -1.646600 -2.616800 2.272300 0.10 0.15 -0.22 -0.126
C 0.722000 -3.150100 2.816500 0.09 0.06 -0.20 -0.082
C -0.713100 -4.845100 1.740800 0.09 0.06 -0.33 -0.085
H -1.303900 -4.500200 -1.166100 0.09 -0.24 0.07 0.030
H -1.168800 -3.115300 -2.226500 0.06 0.12 -0.07 -0.002
H -2.296900 -3.086700 -0.888500 -0.05 0.11 0.08 0.003
H 1.172900 -2.841300 -2.813200 -0.15 0.01 -0.19 0.068
H 2.892500 -3.139600 -2.637700 0.17 -0.10 -0.07 0.094
H 2.212700 -1.619700 -2.073500 0.04 -0.01 -0.06 0.016
H 0.896600 -5.123200 -1.637600 -0.13 -0.15 -0.09 0.079
H 1.615200 -5.377200 -0.043600 0.00 -0.16 0.09 0.068
H 2.640300 -5.205900 -1.459300 0.15 -0.01 -0.06 0.095
H 3.176200 -1.972900 0.225200 0.03 -0.08 0.03 0.008
H 3.916700 -3.429900 -0.397200 0.19 -0.12 -0.12 0.094
H 2.947000 -3.511400 1.064000 0.06 -0.06 0.10 0.065
H -1.483900 -1.544100 2.377900 -0.04 -0.05 0.05 0.028
H -1.947000 -3.003600 3.245300 -0.01 -0.12 0.12 0.093
H -2.477300 -2.771900 1.587200 -0.17 0.03 -0.06 0.070
H 1.057300 -2.117700 2.885300 0.04 0.06 -0.03 0.053
H 1.585800 -3.770700 2.593200 0.10 -0.05 0.04 0.071
H 0.358500 -3.437400 3.802400 -0.06 -0.06 0.14 0.095
H -1.537500 -5.059400 1.068300 -0.12 -0.09 -0.10 0.079
H -1.004100 -5.183300 2.733900 -0.02 0.00 0.17 0.096
H 0.150700 -5.427300 1.432600 0.03 -0.17 -0.02 0.068

Entry 2:
55
Properties=species:S:1:pos:R:3:forces:R:3:lowdin_charge:R:1 method="wB97M-V/def2-TZVPD" lumo_ev=-4.66 homo_ev=-11.073 orbital_gap_ha=0.2357 total_charge=+1
C -0.987647 3.514368 0.530644 0.16 -1.18 -0.52 -0.048
C -1.346945 2.105991 1.110532 -0.68 -1.10 0.35 -0.202
C -0.656166 1.513966 2.252259 -1.77 -1.28 -1.30 -0.012
C -1.043762 0.163637 2.691017 -0.76 0.63 -1.21 -0.057
C -2.108181 -0.588166 2.039360 0.29 1.82 -1.07 -0.073
C -2.804257 -0.003034 0.895024 2.04 1.64 1.07 -0.049
C -2.407504 1.342045 0.440638 -0.53 -1.62 1.09 -0.192
C -3.187599 1.869368 -0.829795 1.49 -0.27 0.84 -0.069
C -2.230474 1.685785 -2.086488 -0.15 -0.01 0.03 -0.254
C -2.685033 0.801684 -3.306479 0.25 0.84 -0.65 -0.049
N -1.340718 0.482527 -3.917414 1.33 0.76 0.97 -0.033
C -1.178629 -0.856716 -4.541583 0.93 -0.78 -0.83 -0.127
C -0.863687 -2.033677 -3.526219 -0.46 -0.85 -0.52 -0.243
C -2.162581 -2.872229 -3.145952 1.06 1.46 0.68 -0.574
S -1.716809 -4.530903 -2.493200 -0.13 -0.16 -0.17 0.693
C -0.341424 0.925653 -3.042668 -4.19 -1.36 0.50 -0.264
N 0.916775 1.280743 -3.277495 0.10 -0.71 -0.08 0.242
N -0.984531 0.923166 -1.727517 1.72 0.41 -0.72 0.083
H 0.017015 3.850904 0.893612 -1.09 -0.10 -0.15 0.087
H -0.897735 3.369331 -0.586292 0.08 0.33 1.09 0.056
H -1.793970 4.274799 0.677543 0.77 -0.56 0.20 0.089
H 0.170276 2.076085 2.751145 -0.85 -0.69 -0.45 0.109
H -0.511619 -0.321158 3.537719 -0.39 0.53 -0.73 0.094
H -2.417035 -1.608402 2.361016 0.51 1.00 -0.07 0.101
H -3.618426 -0.548959 0.357567 0.78 0.53 0.64 0.102
H -3.381497 2.953180 -0.627081 -0.11 -0.94 -0.68 0.118
H -4.132526 1.297018 -0.990362 0.73 0.58 0.30 0.117
H -1.872668 2.699555 -2.408034 -0.51 -0.87 -0.10 0.149
H -3.202322 -0.163146 -3.036580 0.37 1.14 -0.06 0.134
H -3.229718 1.385368 -4.100400 0.15 -0.81 0.91 0.147
H -0.323700 -0.815740 -5.269315 -0.99 0.11 0.53 0.133
H -2.124621 -1.140015 -5.082361 1.02 0.71 0.35 0.136
H -0.188096 -2.756949 -4.068076 -0.59 0.82 0.52 0.111
H -0.313253 -1.725756 -2.600135 -0.43 -0.10 -0.75 0.105
H -2.780788 -2.978964 -4.077755 0.47 -0.31 1.08 0.086
H -2.726655 -2.296742 -2.354491 0.26 -0.70 -0.93 0.061
H -0.732491 -4.300512 -1.567561 -0.60 0.52 -0.57 -0.125
H 1.637441 0.785655 -2.742778 -0.29 1.09 0.23 0.151
H 1.168169 2.049304 -3.900873 -0.10 -0.97 -0.32 0.151
H -1.314612 -0.054319 -1.639812 0.20 0.45 0.52 0.114
O 2.141752 -1.688638 4.248808 -0.04 0.29 -0.41 -0.282
S 3.003233 -0.547029 4.361573 0.72 0.00 0.67 0.578
O 2.766422 0.652678 3.610655 -0.29 -0.33 -0.13 -0.290
O 4.521302 -1.013212 4.129727 -0.45 0.17 0.35 -0.260
C 4.839414 -1.726811 2.928429 0.19 -0.27 -0.78 -0.258
C 4.927602 -0.800827 1.730458 -0.20 0.21 -0.08 -0.078
C 3.164183 -0.120299 6.067332 0.13 -0.02 0.04 -0.116
H 4.117777 -2.529407 2.757591 -0.08 0.10 0.16 0.116
H 5.809942 -2.195838 3.094069 -0.10 0.11 0.31 0.125
H 3.950642 -0.382298 1.483506 0.02 -0.03 0.02 0.065
H 5.295284 -1.340840 0.855728 0.05 -0.05 0.10 0.080
H 5.595902 0.036659 1.938080 0.04 -0.10 -0.01 0.087
H 3.389664 -1.019867 6.636250 -0.01 0.02 -0.07 0.078
H 2.216352 0.304656 6.394288 -0.01 -0.04 -0.12 0.078
H 3.958533 0.616326 6.172146 -0.04 -0.04 -0.05 0.078

Entry 3:
56
Properties=species:S:1:pos:R:3:forces:R:3:lowdin_charge:R:1 method="wB97M-V/def2-TZVPD" lumo_ev="-2.32 / -5.96" relative_energy_kcal_mol=10.0 homo_ev="-12.033 / -12.028" spin_multiplicity=2 orbital_gap_ha="0.3569 / 0.2230" total_charge=+1
Ag 5.311492 -15.506489 -1.349693 -0.12 0.20 -0.46 0.769
F 3.838054 -15.181766 -3.031493 -1.01 0.65 -0.41 -0.591
C 2.395732 -11.120089 -4.174092 0.32 -1.32 0.28 -0.006
C 1.182057 -11.742400 -4.897547 1.28 1.31 -0.41 -0.458
C 1.323212 -11.310786 -6.363948 -0.72 0.05 -1.58 -0.127
C 0.628199 -12.212961 -7.402336 0.11 -0.32 0.82 -0.155
C 0.960880 -13.700928 -7.112998 -0.45 1.33 -1.39 -0.123
C 0.577477 -14.140496 -5.700573 0.34 0.50 -1.61 -0.459
N 1.309087 -13.208916 -4.794486 -2.37 -0.23 0.72 0.074
O 1.356916 -13.682462 -3.535612 1.13 0.68 -0.75 0.071
C -0.966085 -14.008816 -5.515398 0.87 -1.18 0.84 0.026
C 1.060000 -15.561612 -5.523041 -0.04 -0.34 0.55 -0.014
C -0.116137 -11.199787 -4.304552 -1.19 -0.91 0.42 0.003
H 2.387192 -10.038457 -4.251254 -0.03 0.00 -0.13 0.103
H 3.274898 -11.556990 -4.652688 0.20 0.45 -0.03 0.097
H 2.477090 -11.434226 -3.132600 -0.34 0.25 0.07 0.093
H 0.893825 -10.316517 -6.508959 -0.03 0.07 0.54 0.133
H 2.342618 -11.176253 -6.730494 0.30 -0.36 0.66 0.126
H 0.963217 -11.910654 -8.393408 0.14 -0.21 -0.02 0.121
H -0.452432 -12.057464 -7.425174 -0.02 -0.04 0.19 0.106
H 2.017633 -13.848628 -7.342162 0.07 -0.22 0.32 0.132
H 0.395966 -14.248935 -7.868474 0.05 -0.50 0.31 0.132
H -1.370544 -13.035453 -5.748398 -0.08 -0.02 0.15 0.069
H -1.425346 -14.786419 -6.127031 0.13 0.25 -0.42 0.106
H -1.171503 -14.374932 -4.506441 -0.28 0.64 0.18 0.099
H 0.873793 -16.000361 -4.540926 -0.10 0.24 0.08 0.083
H 0.502645 -16.172116 -6.231859 0.26 -0.03 -0.17 0.106
H 2.134267 -15.614256 -5.701837 -0.04 -0.15 -0.14 0.102
H -0.553946 -11.867396 -3.556793 0.42 0.08 0.28 0.096
H -0.928896 -11.140124 -5.029662 0.30 0.34 -0.27 0.085
H 0.045657 -10.232340 -3.839462 0.10 0.04 -0.13 0.102
H 2.201528 -14.215714 -3.557676 0.67 -0.82 0.97 0.105
O 3.569207 -16.609730 -0.369020 -0.34 -0.78 0.78 0.033
C 2.395231 -16.871129 -0.488344 0.49 1.88 -0.59 -0.491
O 1.870107 -18.031397 -0.204441 -0.24 -1.63 0.46 0.070
C 0.485232 -18.162942 -0.617421 0.02 1.17 0.39 -0.098
C 0.063562 -16.734449 -0.955637 -0.16 0.39 -2.29 -0.140
C 1.368729 -15.913440 -1.032247 -1.29 -0.41 1.15 -0.059
H -0.129239 -18.527868 0.200019 0.38 -0.46 0.08 0.130
H 0.453003 -18.815028 -1.484546 0.02 -0.18 0.10 0.122
H -0.679276 -16.253869 -0.326244 0.14 -0.37 0.42 0.114
H -0.375284 -16.730194 -1.959602 -0.24 -0.11 0.14 0.104
H 1.143951 -15.103094 -0.339055 1.02 0.34 -0.09 0.134
H 1.700899 -15.533941 -1.990870 -0.03 -0.11 -0.03 0.075
O 5.573394 -17.640364 -2.251741 0.43 -0.20 -0.30 0.041
C 5.011375 -18.507229 -2.870387 -0.05 0.51 0.76 -0.471
O 5.113341 -19.774976 -2.475124 0.63 -0.55 -0.16 0.058
C 4.476419 -20.658467 -3.396286 -1.63 0.53 -0.09 -0.126
C 3.442651 -19.744021 -4.133838 0.94 -1.61 -0.81 -0.138
C 4.031286 -18.355868 -4.001064 -0.55 -0.05 0.20 -0.073
H 3.929251 -21.416780 -2.841294 0.37 -0.11 0.17 0.125
H 5.154758 -21.135904 -4.100794 0.40 0.20 0.26 0.126
H 2.448270 -19.930517 -3.736327 -0.03 0.46 0.11 0.106
H 3.473415 -20.123366 -5.157318 -0.48 0.37 -0.11 0.111
H 3.303253 -17.608408 -3.684668 0.18 0.22 -0.10 0.102
H 4.510758 -18.001197 -4.911162 0.12 0.06 0.09 0.137

Entry 4:
61
Properties=species:S:1:pos:R:3:forces:R:3:lowdin_charge:R:1 method="wB97M-V/def2-TZVPD" lumo_ev=-5.47 relative_energy_kcal_mol=7.2 homo_ev=-13.494 orbital_gap_ha=0.2947 total_charge=+2
Ba 1.086016 0.369354 -0.858557 4.01 1.15 -1.11 2.057
N 4.047619 0.796540 -1.119268 -0.04 -0.12 0.02 -0.085
C 4.294416 2.030393 -0.341125 0.21 -0.05 -0.10 -0.281
C 4.190237 3.272195 -1.217081 0.17 0.18 -0.01 -0.193
C 2.969669 3.373980 -2.120743 0.02 0.06 -0.21 -0.276
N 1.714658 3.132795 -1.390731 -0.25 0.08 0.07 -0.099
H 4.415167 0.006408 -0.597916 0.02 0.01 0.03 0.067
H 4.592036 0.819766 -1.978305 -0.06 0.09 0.04 0.083
H 5.295754 2.002135 0.105807 -0.17 0.15 0.04 0.119
H 3.577437 2.079062 0.483535 -0.05 -0.08 -0.04 0.096
H 5.083031 3.337049 -1.847371 -0.07 0.00 -0.02 0.122
H 4.231729 4.153803 -0.570603 0.00 -0.06 0.04 0.123
H 3.027534 2.640356 -2.932486 0.00 0.00 0.11 0.107
H 2.971111 4.358211 -2.605838 0.08 -0.12 0.09 0.122
H 0.933547 3.399566 -1.984402 0.00 0.00 -0.04 0.082
H 1.638716 3.759957 -0.592117 0.13 -0.04 -0.02 0.092
C -7.167063 2.504223 1.015089 -0.10 -0.03 0.00 -0.031
C -5.803312 1.958014 0.727213 0.06 -0.05 0.00 -0.246
C -5.580219 0.587129 0.685252 0.07 -0.07 -0.02 -0.015
C -4.325961 0.069055 0.394188 -0.17 0.04 -0.02 -0.044
C -3.279384 0.942519 0.145742 -0.15 -0.03 -0.07 -0.303
C -3.471043 2.319505 0.196509 -0.04 0.07 -0.02 -0.043
C -4.726917 2.812437 0.482031 -0.02 0.02 0.00 -0.014
S -1.688436 0.329609 -0.207799 -0.90 0.32 -0.03 0.531
O -1.741970 -1.125638 0.025932 -0.10 -0.14 0.02 -0.358
O -1.288033 0.640657 -1.596374 -1.11 0.04 0.70 -0.498
N -0.613586 1.019591 0.683906 -1.01 -0.14 2.16 -0.399
C -0.164129 0.420400 1.921504 -0.49 0.57 -1.06 -0.423
C -1.006672 0.164728 2.990990 0.01 -0.05 0.17 -0.001
C -0.455287 -0.384287 4.132952 0.00 -0.03 0.02 -0.034
C 0.904400 -0.663485 4.167659 0.04 0.05 -0.08 -0.048
C 1.660281 -0.374279 3.048481 0.09 -0.01 0.16 -0.132
N 1.149089 0.159337 1.938139 -0.41 0.01 -0.09 -0.013
H -7.849152 1.712989 1.317884 -0.02 0.00 0.03 0.082
H -7.583528 2.977472 0.125807 0.01 0.04 -0.04 0.096
H -7.139389 3.255444 1.802482 0.03 0.03 0.02 0.091
H -6.403590 -0.086703 0.878121 -0.01 -0.05 0.01 0.121
H -4.173506 -0.998179 0.357681 0.04 -0.05 0.00 0.110
H -2.655393 3.004216 0.019202 0.13 -0.01 -0.02 0.119
H -4.882506 3.881279 0.516826 0.01 0.08 0.00 0.126
H -2.055090 0.413353 2.934261 -0.08 0.03 -0.05 0.122
H -1.076226 -0.584169 4.994025 -0.04 -0.01 0.05 0.121
H 1.374031 -1.077373 5.044889 0.02 -0.05 0.08 0.112
H 2.724505 -0.567847 3.037893 0.07 -0.02 0.00 0.113
N 3.758293 -4.222276 -1.770152 0.06 0.04 0.68 0.141
C 2.431537 -4.140062 -2.483419 0.25 -0.19 -0.09 -0.152
P 1.411144 -2.947258 -1.512348 -0.06 0.33 0.01 0.388
O 2.026756 -2.999938 -0.138904 0.13 -0.13 0.02 -0.355
O 1.326582 -1.627433 -2.210169 0.11 -1.55 -0.76 -0.588
C -0.264231 -3.664341 -1.316149 -0.23 -0.25 0.03 -0.168
N -0.669938 -3.470753 0.105444 -0.18 0.25 0.21 0.122
H 4.468830 -3.641225 -2.218197 -0.04 -0.03 0.08 0.171
H 4.106364 -5.183355 -1.749493 0.07 0.14 0.02 0.172
H 3.608717 -3.878147 -0.772445 -0.10 -0.19 -0.76 0.146
H 2.020054 -5.147938 -2.486678 -0.13 0.08 -0.04 0.110
H 2.610838 -3.822155 -3.507103 -0.11 0.02 -0.01 0.116
H -0.273424 -4.735689 -1.521883 0.01 0.08 -0.12 0.111
H -1.006887 -3.161135 -1.933940 0.13 -0.04 -0.13 0.121
H 0.153313 -3.558087 0.713958 -0.01 0.03 -0.03 0.136
H -1.368960 -4.163351 0.370333 -0.02 0.11 0.11 0.170
H -1.089585 -2.478417 0.217866 0.20 -0.53 -0.04 0.082

Calculated calculated total energy (a.u.), listed in the same order as above: -4248.14177, -1851.76519, -1343.83555, -2060.59501